The following is a quantum chemistry calculation of a structure of composition C9H20LiN6O10, from OMol25.

Output
Calculated total energy (eV): -39276.381
Frontier orbital gap (eV): 2.59
Net charge: -1
HOMO energy (eV): -1.94
Maximum force (eV Å⁻¹): 7.33
LUMO energy (Eh): 0.0240

Last column: Mulliken charge in e.
Positions of all 46 atoms, in Å:
Li (0.77, 0.18, -0.27)  0.88
C (-4.37, 2.23, -2.24)  -0.74
C (-5.09, 1.90, -3.31)  0.33
C (-4.57, 1.04, -4.39)  0.44
O (-5.17, 0.90, -5.53)  -0.78
C (-3.35, 0.41, -4.35)  -0.64
C (-2.59, 0.58, -3.09)  0.57
C (-3.14, 1.51, -1.94)  0.33
O (-2.40, 1.59, -0.97)  -0.68
O (-1.50, 0.00, -2.94)  -0.78
O (-6.23, 2.42, -3.28)  -0.75
H (-4.71, 2.90, -1.46)  0.36
H (-2.94, -0.12, -5.19)  0.41
C (4.52, -2.52, -2.44)  0.72
O (4.10, -3.68, -2.67)  -0.67
N (4.90, -1.61, -3.27)  -0.39
N (4.67, -2.06, -1.23)  -0.42
H (4.78, -1.64, -4.27)  0.21
H (5.57, -0.94, -2.94)  0.18
H (4.43, -2.75, -0.53)  0.21
H (4.95, -1.10, -1.11)  0.17
C (2.83, 0.38, 4.04)  0.64
O (2.26, 0.72, 3.03)  -0.65
N (2.92, -0.82, 4.39)  -0.39
N (3.70, 1.12, 4.64)  -0.41
H (2.58, -1.29, 3.57)  0.24
H (3.60, -1.17, 5.05)  0.20
H (4.00, 0.80, 5.55)  0.17
H (4.01, 2.02, 4.31)  0.20
C (-1.81, -3.36, 1.68)  0.61
O (-0.97, -2.58, 1.38)  -0.62
N (-2.35, -4.14, 0.76)  -0.41
N (-2.38, -3.37, 2.86)  -0.44
H (-2.90, -4.93, 1.05)  0.17
H (-1.93, -4.07, -0.16)  0.23
H (-2.20, -2.51, 3.36)  0.26
H (-3.21, -3.94, 2.78)  0.20
O (2.74, 2.37, -1.55)  -0.59
H (3.51, 2.88, -1.30)  0.29
H (2.60, 2.59, -2.47)  0.32
O (-0.57, 5.18, 0.72)  -0.64
H (-0.99, 4.38, 0.40)  0.35
H (-0.66, 5.14, 1.67)  0.29
O (-2.63, 1.54, 4.14)  -0.62
H (-2.76, 2.49, 4.09)  0.31
H (-2.04, 1.34, 3.42)  0.31



The following is a quantum chemistry calculation of the ion C5H9N2O3S2 with charge -1, from OMol25.

Output
Calculated total energy (eV): -36123.763
Frontier orbital gap (eV): 7.95
Net charge: -1
HOMO energy (eV): -4.89
SMILES string: CCC1=N[C@H](O[S@@](=N)(=O)[O-])CS1
Maximum force (eV Å⁻¹): 5.43
LUMO energy (Eh): 0.1124

Last column: Mulliken charge in e.
Positions of all 21 atoms, in Å:
C (0.23, 0.19, -3.05)  -1.16
C (0.70, -0.52, -1.74)  -0.69
C (0.12, 0.04, -0.44)  0.68
N (0.95, 0.57, 0.38)  -0.64
C (0.18, 1.14, 1.51)  0.21
O (-0.16, 0.19, 2.49)  -0.47
S (0.24, -1.56, 2.25)  1.05
N (-0.08, -1.98, 0.84)  -0.52
O (1.66, -1.60, 2.51)  -0.66
O (-0.58, -2.08, 3.29)  -0.68
C (-1.17, 1.74, 0.98)  -0.72
S (-1.65, 0.50, -0.40)  -0.24
H (-0.78, 0.26, -3.03)  0.38
H (0.70, -0.11, -3.95)  0.39
H (0.58, 1.27, -2.87)  0.25
H (1.75, -0.49, -1.64)  0.33
H (0.43, -1.53, -1.85)  0.33
H (0.77, 2.01, 1.97)  0.24
H (-0.97, -2.55, 0.71)  0.19
H (-1.99, 1.81, 1.63)  0.46
H (-0.93, 2.69, 0.42)  0.27



The following is a quantum chemistry calculation of the molecule C5H10O, from OMol25.

Output
Calculated total energy (eV): -7394.216
Frontier orbital gap (eV): 10.59
HOMO energy (eV): -9.66
SMILES string: CC[C@@H](C)C=O
Maximum force (eV Å⁻¹): 0.82
LUMO energy (Eh): 0.0342

Last column: Mulliken charge in e.
Positions of all 16 atoms, in Å:
C (2.12, -0.20, -0.25)  -1.14
C (0.74, -0.54, 0.35)  -0.57
C (-0.57, 0.00, -0.28)  0.60
C (-1.88, -0.49, 0.42)  -1.48
C (-0.58, 1.51, -0.41)  -0.11
O (0.37, 2.25, -0.30)  -0.47
H (2.32, 0.87, -0.27)  0.30
H (2.89, -0.67, 0.37)  0.35
H (2.25, -0.59, -1.27)  0.29
H (0.65, -1.64, 0.39)  0.35
H (0.75, -0.19, 1.39)  0.30
H (-0.77, -0.40, -1.28)  0.19
H (-1.89, -0.27, 1.49)  0.35
H (-2.77, -0.03, -0.03)  0.40
H (-2.02, -1.57, 0.29)  0.35
H (-1.59, 1.94, -0.60)  0.30



- The lowest calculated total energy belongs to which entry?
  C9H20LiN6O10